(1)
{
  "formula": "C32H31N2O5TeV",
  "method": "the ωB97M-V functional and the def2-TZVPD basis",
  "total_charge": 1,
  "s_squared": 3.77,
  "spin_multiplicity": 4,
  "e_tot_ha": -2935.596494,
  "species": ["C", "C", "C", "C", "C", "O", "O", "C", "C", "H", "O", "H", "C", "H", "H", "C", "C", "C", "Te", "H", "C", "H", "C", "C", "H", "C", "H", "H", "C", "C", "C", "C", "H", "H", "C", "H", "H", "H", "H", "C", "H", "H", "C", "H", "C", "H", "C", "C", "C", "H", "H", "V", "H", "O", "H", "H", "H", "C", "C", "H", "H", "H", "H", "C", "O", "H", "C", "C", "C", "N", "H", "N"],
  "positions_angstrom": [[-0.24, 2.17, -0.23], [-2.97, -0.10, -0.69], [-1.09, -1.69, 2.30], [-1.16, 1.82, 2.15], [1.64, -3.21, -2.89], [2.86, -1.79, 1.46], [1.40, -6.46, 0.51], [0.82, 2.48, -2.54], [-2.15, -1.23, 1.32], [1.40, -6.42, 1.48], [1.28, -1.03, -3.77], [1.44, -6.13, -4.55], [3.53, 2.95, 1.57], [-5.97, -2.49, 1.77], [1.57, -3.64, -4.96], [-2.79, 0.70, -1.97], [4.98, 1.49, 2.81], [1.73, -1.70, -2.88], [-0.07, 0.13, -0.63], [5.84, 1.34, 3.45], [-1.04, 6.36, 0.05], [-0.98, 2.40, 3.05], [-1.92, -0.47, 0.17], [-0.11, 4.35, -1.17], [5.23, 3.61, 2.69], [3.10, 0.59, 1.60], [-1.59, -2.15, 3.16], [-3.70, 0.68, -2.55], [-3.47, -1.58, 1.60], [0.14, 3.00, -1.29], [-4.26, -0.48, -0.36], [1.57, -4.05, -3.96], [1.58, 1.72, -2.34], [-0.47, -0.88, 2.67], [2.76, 1.87, 1.18], [0.18, 5.02, -1.97], [-6.54, -1.79, 0.25], [-6.43, -0.79, 1.69], [0.12, 2.04, -3.25], [1.50, -5.45, -3.72], [-2.55, 1.74, -1.76], [1.45, -6.99, -2.23], [-0.74, 4.89, -0.04], [-5.07, -0.19, -1.01], [4.63, 2.76, 2.39], [4.48, -0.60, 2.73], [-0.83, 2.67, 0.94], [1.50, -5.93, -2.44], [-1.07, 4.03, 1.00], [-2.01, 0.30, -2.63], [-0.55, 0.92, 2.20], [1.89, -2.45, -0.12], [1.90, 2.04, 0.55], [1.60, -4.23, 0.79], [-1.51, 4.44, 1.91], [-1.96, 6.59, -0.49], [-0.42, -2.43, 1.87], [1.59, -5.02, -1.38], [-5.94, -1.60, 1.15], [-2.21, 1.52, 2.15], [-0.25, 6.95, -0.40], [-3.66, -2.16, 2.49], [3.26, 3.95, 1.23], [2.34, -0.62, 1.24], [2.24, -1.28, -1.73], [1.32, 3.31, -3.05], [4.22, 0.40, 2.42], [1.55, -5.24, 0.04], [-4.53, -1.22, 0.79], [1.64, -3.69, -1.62], [-1.18, 6.67, 1.08], [1.12, -0.70, 0.69]],
  "mulliken_spin": [0.025, 0.008, 0.009, 0.001, 0.140, -0.012, 0.041, 0.003, 0.047, -0.001, 0.010, 0.006, 0.000, 0.000, -0.001, 0.005, -0.001, -0.005, -0.006, 0.000, 0.000, 0.000, -0.011, 0.000, 0.000, 0.007, 0.004, 0.000, 0.004, -0.007, 0.000, 0.006, 0.001, 0.003, -0.002, 0.000, 0.000, 0.000, 0.000, 0.082, 0.000, 0.004, -0.001, 0.000, 0.002, 0.001, 0.000, -0.006, 0.001, 0.000, 0.003, 2.409, 0.007, 0.005, 0.000, 0.000, 0.011, 0.225, 0.000, 0.000, 0.000, 0.000, 0.000, 0.082, -0.013, 0.000, 0.004, 0.051, 0.000, 0.016, 0.000, -0.157]
}


(2)
{
  "formula": "C32H31N3O5",
  "method": "the ωB97M-V functional and the def2-TZVPD basis",
  "total_charge": 0,
  "e_tot_ha": -1778.344726,
  "species": ["C", "H", "C", "H", "H", "H", "H", "H", "H", "H", "H", "H", "C", "C", "H", "C", "C", "C", "C", "H", "C", "C", "N", "H", "H", "H", "H", "H", "C", "O", "C", "O", "N", "C", "H", "C", "H", "C", "H", "O", "C", "O", "H", "C", "C", "H", "H", "C", "C", "H", "C", "C", "H", "C", "C", "H", "C", "H", "C", "C", "H", "C", "N", "H", "O", "C", "H", "C", "H", "C", "C"],
  "positions_angstrom": [[-1.88, 0.25, 4.03], [-0.44, -3.04, 2.52], [1.60, 0.24, -0.44], [1.19, 0.17, 0.58], [-3.78, -0.81, 4.10], [-5.43, -1.99, -0.20], [-1.16, 4.37, -3.30], [-4.18, -1.10, -3.86], [4.32, -0.54, 5.39], [1.13, 0.64, -2.51], [-2.29, 1.17, 4.44], [5.75, -2.20, 4.27], [0.78, 0.40, -1.50], [-3.71, 3.45, -2.10], [5.54, -0.14, -2.92], [4.65, -0.35, 4.36], [-2.13, -1.91, -3.83], [5.07, -0.03, -1.94], [-2.19, -2.04, 3.30], [6.94, -0.09, -0.85], [0.31, -2.03, -3.22], [0.02, -1.00, 3.16], [-1.01, -1.41, -3.17], [6.72, -0.78, 4.70], [-2.08, -2.83, -4.39], [-6.68, -0.74, -0.54], [-5.49, 4.05, -1.08], [-5.39, -0.42, 0.69], [-2.95, 2.36, -2.56], [2.26, 0.79, 4.07], [-4.89, 3.20, -1.40], [3.65, -0.89, 3.44], [-2.66, -0.06, -2.76], [1.42, -1.10, 2.82], [0.17, -3.08, -3.51], [5.91, -1.13, 4.06], [0.80, -1.99, -2.25], [3.04, 0.19, -0.59], [3.37, 0.45, 1.51], [-1.80, 2.38, -3.28], [2.42, -0.28, 3.51], [-4.76, -0.49, -1.32], [4.79, 0.73, 4.20], [-3.15, -1.07, -3.57], [1.93, -2.25, 2.23], [5.84, 0.28, 1.38], [-3.37, 4.47, -2.31], [-1.40, 3.55, -3.99], [-4.56, 0.82, -1.56], [-2.82, -2.91, 3.15], [-2.72, -0.86, 3.83], [-5.63, -0.92, -0.26], [0.94, -1.55, -3.98], [3.86, 0.28, 0.55], [-0.53, 0.19, 3.71], [-0.51, 3.25, -4.53], [-3.42, 1.07, -2.31], [6.21, -1.02, 3.02], [5.86, 0.01, -0.78], [-1.34, -0.26, -2.53], [-2.18, 3.88, -4.70], [-0.67, 0.34, -1.38], [2.31, -3.26, 1.74], [3.07, 0.08, -2.77], [-1.32, 0.71, -0.39], [5.25, 0.19, 0.47], [0.14, 1.03, 3.87], [-5.33, 1.91, -1.10], [-6.24, 1.73, -0.53], [3.68, 0.07, -1.86], [-0.84, -2.11, 2.94]],
  "mulliken_charge": [-0.714, 0.313, 0.787, 0.253, 0.408, 0.286, 0.351, 0.534, 0.353, 0.626, 0.366, 0.305, -1.953, -0.811, 0.366, -0.303, -0.920, -0.711, -0.636, 0.380, -0.681, 1.111, 0.265, 0.393, 0.476, 0.314, 0.379, 0.401, 0.631, -0.770, -0.821, -0.198, 0.685, 0.289, 0.314, -1.068, 0.344, 0.541, 0.395, -0.243, 0.387, -0.314, 0.276, -0.215, 0.052, 0.425, 0.377, -0.959, 0.683, 0.378, -0.467, -0.893, 0.266, -0.203, -0.467, 0.269, 0.047, 0.210, -0.582, -0.259, 0.366, 1.249, -0.885, 0.202, -0.630, -0.465, 0.428, -0.619, 0.428, -0.535, -0.585]
}


Largest force on an atom values, unit eV/A, following the record order: 1.52; 3.42.
Relative energy (zero: lowest compared OMol25 entry of this formula, charge and spin) values, unit kcal per mole, following the record order: 0.0; 142.9.